# 1
C17H29BrN2O6P | ωB97M-V with the def2-TZVPD basis set

The HOMO energy comes out at -0.396 Ha. The value obtained for the energy is -4140.54907 Eh. The LUMO energy comes out at -5.230 eV. Its HOMO-LUMO gap is 5.5 eV.

```
! wB97M-V def2-TZVPD RIJCOSX def2/J DEFGRID3
* xyz 1 1
C 1.49 4.31 2.95
P 0.37 2.72 2.88
O -0.98 3.02 1.78
C 1.39 1.33 2.00
C 1.92 1.70 0.46
C 2.79 0.54 -0.29
Br 3.50 0.76 -2.19
C 3.12 -0.88 0.52
N 2.59 -1.16 1.94
C 2.94 -2.47 2.62
C 4.25 -2.17 3.59
O 4.62 -3.04 4.55
O 5.01 -0.90 3.37
C 1.74 -0.13 2.71
C 1.17 -0.44 4.22
C -0.27 -1.44 3.87
C -1.76 -0.71 4.33
O -1.22 -0.88 2.78
H 1.61 4.73 4.04
H 1.12 5.12 2.18
H 2.57 3.95 2.61
H -1.72 2.39 2.07
H 1.66 2.75 -0.02
H 3.78 -1.74 0.01
H 3.22 -3.24 1.77
H 2.07 -2.92 3.27
H 5.22 -0.80 2.38
H 0.72 0.49 4.78
H 1.87 -1.12 4.88
H -0.15 -2.68 4.02
H -1.98 -1.74 4.89
H -2.78 -0.75 3.79
C -3.42 1.31 -5.52
O -3.87 0.68 -4.33
C -3.97 -0.74 -4.46
C -2.96 -1.42 -3.52
N -1.58 -1.21 -3.98
C -0.57 -1.64 -3.01
C -0.48 -0.84 -1.69
O -0.04 0.50 -1.87
C -1.08 1.44 -2.12
H -3.44 2.39 -5.36
H -2.39 1.02 -5.75
H -4.08 1.07 -6.36
H -3.83 -1.07 -5.49
H -4.98 -1.02 -4.14
H -3.17 -2.49 -3.48
H -3.10 -1.00 -2.51
H -1.44 -0.22 -4.17
H 0.40 -1.57 -3.52
H -0.72 -2.70 -2.78
H 0.29 -1.33 -1.08
H -1.40 -0.88 -1.11
H -2.01 1.16 -1.62
H -1.24 1.54 -3.19
H -0.76 2.41 -1.74
*
```

=====

# 2
C17H29Cl20N3O3 | ωB97M-V with the def2-TZVPD basis set

The HOMO energy comes out at -0.333 Ha. The value obtained for the energy is -10258.93065 Eh. Its SMILES is ClC(Cl)(Cl)Cl.ClC(Cl)(Cl)Cl.ClC(Cl)(Cl)Cl.ClC(Cl)(Cl)Cl.CN(C)C=O.CN(C)C=O.CN(C)C=O.ClCCCl.ClCCCl. The LUMO energy comes out at -0.119 eV. Its HOMO-LUMO gap is 8.9 eV.

```
! wB97M-V def2-TZVPD RIJCOSX def2/J DEFGRID3
* xyz 0 1
Cl 11.77 15.82 -11.28
C 11.80 14.05 -11.42
Cl 12.11 13.62 -13.13
Cl 13.06 13.37 -10.34
Cl 10.25 13.42 -10.90
Cl 9.65 12.44 -17.58
C 10.45 11.42 -16.39
Cl 9.64 11.56 -14.83
Cl 10.41 9.71 -16.91
Cl 12.15 11.92 -16.27
Cl 16.13 16.85 -13.12
C 16.90 15.40 -12.48
Cl 17.24 15.54 -10.76
Cl 15.77 14.03 -12.72
Cl 18.41 15.11 -13.36
Cl 16.40 8.24 -6.59
C 15.73 8.68 -8.14
Cl 15.01 10.33 -8.03
Cl 16.93 8.73 -9.42
Cl 14.44 7.55 -8.56
C 18.21 6.12 -12.10
N 17.35 5.28 -11.33
C 15.95 5.66 -11.37
C 17.73 4.04 -10.92
O 16.96 3.21 -10.47
H 18.27 7.14 -11.70
H 17.88 6.24 -13.14
H 19.25 5.79 -12.12
H 15.88 6.75 -11.31
H 15.52 5.36 -12.33
H 15.34 5.23 -10.59
H 18.82 3.90 -11.00
C 12.24 6.38 -15.58
N 11.17 5.46 -15.81
C 11.49 4.09 -15.43
C 9.92 5.79 -16.19
O 9.03 4.99 -16.31
H 11.98 7.42 -15.77
H 13.02 6.30 -16.36
H 12.70 6.35 -14.59
H 11.70 4.06 -14.36
H 10.69 3.37 -15.60
H 12.43 3.82 -15.91
H 9.78 6.86 -16.41
C 14.62 10.64 -13.63
N 13.57 9.91 -12.97
C 13.71 9.88 -11.52
C 12.44 9.54 -13.61
O 11.46 9.06 -13.06
H 15.60 10.30 -13.29
H 14.60 11.71 -13.38
H 14.57 10.64 -14.72
H 13.00 9.31 -10.94
H 14.71 9.47 -11.34
H 13.69 10.91 -11.16
H 12.52 9.63 -14.71
Cl 17.97 11.96 -11.03
C 19.50 11.73 -11.88
C 19.37 11.16 -13.28
Cl 18.48 9.63 -13.29
H 20.13 11.05 -11.31
H 20.03 12.68 -11.81
H 20.35 11.03 -13.73
H 18.86 11.89 -13.92
Cl 14.50 8.80 -16.53
C 15.26 8.10 -17.99
C 16.74 8.43 -17.98
Cl 17.51 7.96 -19.50
H 14.72 8.54 -18.83
H 15.17 7.02 -18.00
H 17.27 7.91 -17.19
H 16.83 9.51 -17.85
*
```

=====

# 3
C17H29FNO7PbS | ωB97M-V with the def2-TZVPD basis set

The HOMO energy comes out at 0.025 Ha. The value obtained for the energy is -1936.90413 Eh. The LUMO energy comes out at 2.563 eV. Its HOMO-LUMO gap is 1.9 eV.

```
! wB97M-V def2-TZVPD RIJCOSX def2/J DEFGRID3
* xyz -3 1
Pb -8.80 12.55 5.92
C -7.24 9.25 11.22
O -7.75 10.52 10.82
H -6.17 9.25 11.40
H -7.59 8.89 12.19
H -7.34 8.54 10.39
C -6.34 18.41 7.46
O -7.25 17.44 7.82
H -5.46 18.28 8.09
H -5.94 18.22 6.47
H -6.62 19.44 7.68
C -6.12 13.20 -1.89
C -6.77 13.65 -0.51
C -7.44 15.07 -0.64
C -8.72 15.08 -1.51
C -9.71 14.06 -0.99
C -9.24 12.61 -0.71
N -7.90 12.79 0.01
O -7.55 11.61 0.80
C -9.04 11.92 -2.08
C -10.30 11.82 0.16
C -5.60 13.84 0.50
H -5.68 12.22 -1.75
H -5.33 13.79 -2.36
H -6.86 13.08 -2.68
H -6.74 15.86 -0.91
H -7.80 15.26 0.37
H -8.51 14.91 -2.57
H -9.22 16.04 -1.60
H -10.62 13.98 -1.59
H -10.11 14.49 -0.07
H -10.03 11.50 -2.29
H -8.35 11.08 -1.99
H -8.79 12.70 -2.80
H -10.02 10.77 0.08
H -11.27 11.94 -0.32
H -10.26 12.15 1.20
H -5.15 12.86 0.67
H -5.90 14.15 1.50
H -4.78 14.45 0.15
S -13.95 13.64 7.86
O -13.29 13.88 6.59
O -13.58 12.31 8.19
O -13.39 14.41 8.93
O -15.40 13.72 7.82
F -1.95 12.38 7.30
C -0.70 12.54 7.73
C -0.36 13.43 8.70
C 1.01 13.68 9.01
C 2.01 12.89 8.41
C 1.63 12.04 7.38
C 0.31 11.83 7.10
H -1.16 13.94 9.21
H 1.25 14.33 9.85
H 2.99 13.23 8.72
H 2.38 11.71 6.68
H 0.03 11.24 6.24
*
```

=====

# 4
C17H29INO2P2Pb | ωB97M-V with the def2-TZVPD basis set

The HOMO energy (alpha / beta) comes out at -0.369 / -0.421 Ha. The value obtained for the energy is -2043.30532 Eh. The relative energy (zero: lowest compared OMol25 entry of this formula, charge and spin) is 1.824 eV. The LUMO energy (alpha / beta) comes out at -2.755 / -4.825 eV. Its HOMO-LUMO gap (alpha / beta) is 7.3 / 6.6 eV.

```
! wB97M-V def2-TZVPD RIJCOSX def2/J DEFGRID3
* xyz 1 1
C -3.23 -3.00 -0.70
C -2.01 -2.27 -0.74
N -1.62 -1.56 0.37
C -2.37 -1.57 1.48
C -3.51 -2.36 1.59
C -3.95 -3.10 0.51
C -1.05 -2.53 -1.92
P 0.54 -1.53 -1.90
Pb 1.21 -0.62 0.72
P -0.67 0.54 2.32
C -1.96 -0.82 2.73
C 2.58 1.28 0.20
C 3.92 0.98 0.31
C 4.86 2.02 0.05
C 4.41 3.30 -0.29
C 3.04 3.56 -0.41
C 2.09 2.52 -0.18
O -4.05 0.83 -4.12
O -3.74 2.16 0.22
H -3.47 -3.62 -1.56
H -4.06 -2.37 2.51
H -4.87 -3.70 0.52
C 1.45 -2.99 -2.53
C 0.49 -0.43 -3.38
H -2.84 -0.34 3.22
H -1.48 -1.50 3.45
H -1.46 -2.47 -2.93
H -0.68 -3.56 -1.96
C 0.03 0.85 4.02
C -1.79 1.97 2.11
H 4.28 -0.02 0.57
H 5.92 1.81 0.14
H 5.14 4.10 -0.47
H 2.70 4.55 -0.67
H 1.03 2.72 -0.30
H -2.97 2.35 -0.35
H -4.47 2.66 -0.15
H -3.14 0.52 -4.07
H -4.66 0.02 -3.99
H -0.47 4.85 -3.26
H 0.96 -3.34 -3.45
H 2.50 -2.83 -2.74
H 1.39 -3.80 -1.79
H 0.77 -0.99 -4.28
H -0.52 0.01 -3.48
H 1.22 0.38 -3.25
H -2.57 2.02 2.88
H -1.17 2.89 2.08
H -2.32 1.82 1.16
H -0.77 1.14 4.72
H 0.56 -0.05 4.34
H 0.73 1.68 3.87
I 2.31 -2.44 2.86
*
```

=====

# 5
C17H29N3O | ωB97M-V with the def2-TZVPD basis set

The HOMO energy comes out at -0.314 Ha. The value obtained for the energy is -903.94971 Eh. The relative energy (zero: lowest compared OMol25 entry of this formula, charge and spin) is 1.721 eV. Its SMILES is Cc1cccc(CN2CCN(CC(C)C)[C@@H](CCO)C2)n1. The LUMO energy comes out at 0.742 eV. Its HOMO-LUMO gap is 9.3 eV.

```
! wB97M-V def2-TZVPD RIJCOSX def2/J DEFGRID3
* xyz 0 1
C -5.93 -1.69 0.54
C -4.78 -0.73 0.00
C -5.20 -0.09 -0.99
C -4.16 0.84 -1.47
C -2.96 0.85 -0.88
C -2.84 0.21 0.38
C -1.76 0.51 1.33
N -0.57 0.42 0.44
C -0.22 -1.13 -0.23
C 1.01 -0.75 -0.99
N 2.17 -0.43 -0.44
C 2.78 -1.52 0.53
C 3.84 -2.24 -0.42
C 5.06 -1.08 -0.99
C 4.49 -3.27 0.28
C 1.84 0.76 0.56
C 1.80 1.95 -0.43
C 2.32 3.33 0.13
O 3.68 3.24 0.07
C 0.69 0.68 1.62
N -3.69 -0.52 0.73
H -6.79 -1.33 0.67
H -5.63 -2.08 1.26
H -6.28 -2.38 -0.26
H -6.02 -0.05 -1.87
H -4.26 1.55 -2.52
H -2.14 1.66 -0.98
H -1.59 -0.58 2.02
H -1.67 1.15 1.92
H -1.17 -1.33 -0.70
H -0.21 -1.70 0.54
H 1.05 -1.73 -1.26
H 0.69 -0.15 -1.77
H 3.41 -1.23 1.32
H 2.18 -2.08 0.76
H 3.37 -2.73 -1.40
H 5.50 -0.81 0.06
H 5.59 -1.65 -1.73
H 4.37 -0.23 -1.23
H 5.16 -3.83 -0.24
H 5.00 -2.88 0.89
H 3.81 -4.08 0.49
H 2.88 0.88 1.25
H 2.33 1.90 -1.47
H 0.68 2.08 -0.87
H 1.99 4.35 -0.44
H 1.95 3.41 0.96
H 4.02 2.47 0.42
H 0.48 1.65 1.88
H 0.76 0.01 2.22
*
```

=====

# 6
C17H29N4O | ωB97M-V with the def2-TZVPD basis set

The HOMO energy comes out at -0.391 Ha. The value obtained for the energy is -959.15811 Eh. The relative energy (zero: lowest compared OMol25 entry of this formula, charge and spin) is 0.000 eV. The LUMO energy comes out at -3.589 eV. Its HOMO-LUMO gap is 7.0 eV.

```
! wB97M-V def2-TZVPD RIJCOSX def2/J DEFGRID3
* xyz 1 1
C -0.02 -2.70 -0.38
O 1.10 -1.85 -0.53
C 0.81 -0.48 -0.36
C 2.05 0.32 -0.74
C 1.73 1.75 -1.20
C 1.43 2.73 -0.05
C 0.11 3.49 -0.20
C -1.12 2.58 -0.14
C -2.40 3.37 0.11
C -3.63 2.51 0.27
N -4.14 1.85 -0.96
N -5.10 0.91 -0.82
C -5.41 0.47 -2.04
N -4.70 1.09 -2.95
C -3.92 1.95 -2.28
N -3.04 2.83 -2.85
H -0.80 -2.24 0.24
H -0.45 -2.95 -1.36
H 0.31 -3.62 0.11
H -0.04 -0.19 -1.00
H 0.51 -0.30 0.68
H 2.72 0.37 0.12
H 2.57 -0.23 -1.52
H 0.89 1.72 -1.89
H 2.58 2.12 -1.78
H 1.41 2.20 0.91
H 2.23 3.46 0.02
H 0.03 4.24 0.59
H 0.11 4.02 -1.16
H -1.21 2.03 -1.07
H -0.99 1.85 0.67
H -2.30 3.91 1.06
H -2.55 4.13 -0.66
H -4.47 3.09 0.67
H -3.42 1.70 0.98
H -5.45 0.65 0.09
H -6.15 -0.30 -2.21
H -2.17 2.50 -3.21
H -3.36 3.74 -3.13
C 2.93 -3.62 3.02
C 3.69 -4.56 3.70
C 4.61 -5.33 3.01
C 4.78 -5.17 1.64
C 4.01 -4.23 0.96
C 3.09 -3.45 1.65
H 2.21 -3.02 3.56
H 3.56 -4.69 4.77
H 5.21 -6.07 3.54
H 5.50 -5.77 1.11
H 4.14 -4.09 -0.10
H 2.49 -2.72 1.11
*
```

=====

Number 1: molecular weight 468.305 g/mol. Number 2: molecular weight 1032.497 g/mol. Number 3: molecular weight 617.684 g/mol. Number 4: molecular weight 675.476 g/mol. Number 5: molecular weight 291.439 g/mol. Number 6: molecular weight 305.446 g/mol.